Record 1
The following is a quantum chemistry calculation of 16 unconnected molecules or ions with the total composition C3H40N2O16 at a distorted geometry, from the Open Molecules 2025 dataset.

The value obtained for the largest force on an atom is 5.81 eV/Å. As for the relative energy (zero: lowest compared OMol25 entry of this formula, charge and spin): 4.755 eV. Its total energy is -39497.279 eV. The LUMO energy is 0.0 eV.

Geometry as ORCA input:
```
! RIJCOSX wB97M-V def2-TZVPD def2/J DEFGRID3
* xyz 0 1
C 0.587 -2.837 -1.027
C 1.237 -1.420 -1.088
N 3.253 0.400 -0.331
C 3.480 -0.326 -1.566
N 2.765 -1.624 -1.247
H 1.183 -3.572 -0.376
H 0.352 -3.375 -2.031
H -0.386 -3.024 -0.539
H 1.116 -0.916 -0.183
H 0.598 -0.806 -1.850
H 2.683 -0.085 0.310
H 3.187 1.457 -0.549
H 4.565 -0.561 -1.918
H -2.113 -2.829 2.251
H -3.027 -2.852 1.090
O -2.478 -3.371 1.629
H 2.723 -2.106 0.865
H 4.202 -2.510 0.654
O 3.512 -2.398 1.330
H -1.655 -2.231 4.082
H -2.046 -1.226 3.128
O -1.289 -1.709 3.308
H -2.944 2.254 1.341
H -1.852 1.900 2.403
O -2.777 2.188 2.211
H -3.429 1.426 -1.623
H -1.082 2.447 -0.862
O -1.969 2.493 -0.602
H 3.268 -0.575 2.330
H 1.643 -0.919 2.660
O 2.384 -0.194 2.549
H -3.917 -0.814 1.697
H -3.377 0.422 2.837
O -3.487 -0.559 2.630
H -0.032 1.623 1.058
H 1.396 2.016 1.086
O 0.583 2.136 0.592
H -0.634 0.470 3.486
H 0.231 1.688 3.923
O -0.429 1.387 3.317
H 1.061 1.452 -2.088
H 3.352 0.692 -3.304
O 2.816 0.135 -2.708
H -0.640 -0.184 0.444
H -1.458 -1.400 0.377
O -1.414 -0.537 0.133
H -2.059 1.323 -1.989
H 2.829 -2.366 -1.803
O -2.901 1.003 -2.287
H -3.445 -0.229 -0.593
H -4.886 -0.337 -0.048
O -4.033 -0.827 -0.162
H -2.206 3.307 -0.371
H 1.238 1.680 -3.539
O 0.779 2.082 -2.720
H 1.958 3.513 -0.286
H 2.252 3.105 -1.856
O 2.513 3.442 -1.015
H -0.870 0.354 -3.872
H -0.663 1.616 -4.674
O -0.249 0.708 -4.614
*
```

=====

Record 2
The following is a quantum chemistry calculation of 2 unconnected molecules or ions with the total composition C3HCl2NO at a distorted geometry, from the Open Molecules 2025 dataset.

The value obtained for the largest force on an atom is 2.40 eV/Å. As for the relative energy (zero: lowest compared OMol25 entry of this formula, charge and spin): 0.796 eV. Its total energy is -31707.610 eV. The LUMO energy is -1.3 eV.

Geometry as ORCA input:
```
! RIJCOSX wB97M-V def2-TZVPD def2/J DEFGRID3
* xyz 0 1
N -3.460 -1.556 -1.154
C -2.431 -1.991 -1.424
C -1.151 -2.288 -1.856
Cl -0.616 -1.839 -3.528
C -0.329 -2.972 -1.046
O 0.410 -3.332 -0.231
Cl 1.593 1.122 -0.139
H 0.909 0.093 0.291
*
```

=====

Record 3
The following is a quantum chemistry calculation of a molecular structure, C52H45I3InN2O2P2Si at a distorted geometry, from the Open Molecules 2025 dataset.

The value obtained for the largest force on an atom is 3.84 eV/Å. As for the relative energy (zero: lowest compared OMol25 entry of this formula, charge and spin): 0.000 eV. Its total energy is -117653.984 eV. The LUMO energy is -3.0 eV.

Geometry as ORCA input:
```
! RIJCOSX wB97M-V def2-TZVPD def2/J DEFGRID3
* xyz 1 1
In 1.162 -0.224 -1.017
C -3.695 -3.180 -0.815
C -2.571 -3.121 -1.798
N -2.262 -4.301 -2.344
C -1.333 -4.415 -3.224
C -0.614 -3.343 -3.730
C 0.229 -3.512 -4.928
O -0.355 -2.782 -6.025
C -0.822 -2.103 -3.131
C -0.127 -0.989 -3.742
N 0.736 -0.119 -3.241
C 1.720 0.518 -4.065
C 2.649 -0.279 -4.807
C 3.574 0.273 -5.679
C 3.571 1.630 -5.988
C 2.678 2.442 -5.316
C 1.781 1.915 -4.364
I 0.387 3.300 -3.594
C -1.729 -1.983 -2.066
O -1.721 -0.890 -1.231
H -3.778 -4.244 -0.454
H -4.581 -2.889 -1.354
H -3.622 -2.467 0.021
H -1.247 -5.395 -3.672
H 0.240 -4.574 -5.186
H 1.290 -3.264 -4.720
H 0.044 -3.067 -6.850
H -0.280 -1.033 -4.843
H 2.549 -1.366 -4.614
H 4.371 -0.363 -6.086
H 4.165 2.039 -6.785
H 2.652 3.521 -5.471
C -4.483 0.060 -0.965
Si -2.704 0.115 -0.333
C -2.212 1.830 -0.850
C -2.796 2.395 -2.004
C -2.866 3.782 -2.187
C -2.356 4.653 -1.227
C -1.789 4.122 -0.074
C -1.552 2.755 0.014
P -0.093 2.331 0.976
C 1.405 3.188 0.372
C 2.688 2.659 0.636
C 3.867 3.231 0.154
C 3.821 4.394 -0.582
C 2.606 5.013 -0.734
C 1.407 4.464 -0.263
C -0.266 3.196 2.571
C 0.822 3.663 3.275
C 0.635 4.229 4.542
C -0.648 4.427 5.064
C -1.765 3.951 4.335
C -1.571 3.319 3.131
C -2.582 -0.482 1.449
C -3.683 -0.010 2.186
C -4.070 -0.527 3.424
C -3.331 -1.597 3.959
C -2.229 -2.059 3.208
C -1.743 -1.361 2.138
P 0.046 -1.501 1.853
C 0.742 -1.065 3.449
C 0.635 -1.913 4.601
C 1.241 -1.531 5.767
C 1.789 -0.256 5.912
C 1.955 0.553 4.798
C 1.408 0.159 3.574
C 0.439 -3.325 1.848
C -0.462 -4.204 1.279
C -0.092 -5.530 1.164
C 1.151 -5.976 1.544
C 2.028 -5.087 2.157
C 1.669 -3.772 2.327
H -4.913 1.063 -0.977
H -5.147 -0.599 -0.369
H -4.412 -0.379 -1.996
H -3.205 1.785 -2.785
H -3.414 4.163 -3.026
H -2.415 5.760 -1.363
H -1.569 4.730 0.777
H 2.770 1.824 1.310
H 4.805 2.775 0.372
H 4.722 4.838 -1.010
H 2.552 5.962 -1.273
H 0.469 4.967 -0.529
H 1.851 3.673 2.804
H 1.521 4.496 5.096
H -0.876 5.015 5.943
H -2.750 4.226 4.642
H -2.447 2.960 2.548
H -4.302 0.750 1.683
H -4.793 -0.012 4.054
H -3.637 -2.075 4.880
H -1.818 -3.014 3.480
H 0.127 -2.869 4.525
H 1.333 -2.245 6.590
H 2.161 0.068 6.851
H 2.540 1.471 4.805
H 1.512 0.786 2.659
H -1.337 -3.849 0.805
H -0.727 -6.267 0.675
H 1.457 -7.008 1.389
H 3.025 -5.398 2.489
H 2.381 -3.072 2.809
I 4.568 0.212 -1.049
C 4.646 -1.758 -2.006
I 2.982 -3.096 -1.455
H 5.578 -2.257 -1.656
H 4.636 -1.654 -3.063
*
```

=====

Record 4
The following is a quantum chemistry calculation of a molecular structure, C23H30ClO5Ru at a distorted geometry, from the Open Molecules 2025 dataset.

The value obtained for the largest force on an atom is 3.33 eV/Å. Its total energy is -49677.034 eV. As for the expectation value of S²: 6.042. The LUMO energy (alpha / beta) is 2.2 / 2.2 eV.

Geometry as ORCA input:
```
! RIJCOSX wB97M-V def2-TZVPD def2/J DEFGRID3
* xyz -1 5
C -0.094 -0.249 -3.219
C -0.712 -1.327 -2.276
C -0.266 1.110 -2.511
C -1.419 0.960 -1.503
H -0.416 1.927 -3.225
H 0.653 1.323 -1.941
C -1.338 -0.526 -1.138
H 0.108 -1.970 -1.930
H -1.449 -1.958 -2.780
C -0.329 -0.484 -0.003
H -2.276 -0.932 -0.741
H -2.374 1.229 -1.956
C -1.195 1.679 -0.145
C 1.392 -0.433 -3.497
C -0.538 -0.239 -4.683
O -0.864 0.795 -5.226
O 2.170 -1.191 -2.935
O 1.740 0.280 -4.585
O -0.537 -1.398 -5.375
C 0.104 -2.647 -5.027
H -0.201 -3.013 -4.039
H 1.195 -2.552 -5.086
H -0.245 -3.337 -5.798
C 3.126 0.253 -4.929
H 3.745 0.530 -4.065
H 3.216 0.986 -5.731
H 3.410 -0.749 -5.280
O -0.319 0.816 0.570
H 0.714 -0.688 -0.309
H -0.541 -1.260 0.763
C -2.519 1.839 0.621
C -0.481 3.032 -0.297
H -0.829 3.544 -1.193
H 0.612 2.930 -0.411
H -0.676 3.647 0.597
H -2.364 2.244 1.630
H -3.068 0.895 0.748
H -3.149 2.540 0.065
Ru 0.128 0.284 4.749
C -1.750 -0.713 5.118
C -2.248 -0.542 3.781
C -1.573 -1.460 2.939
H -3.067 0.104 3.468
C -0.549 -2.088 3.673
C -0.611 -1.633 5.038
H -0.134 -2.091 5.896
H -2.230 -0.420 6.041
H -1.886 -1.710 1.923
H 0.140 -2.835 3.287
C 1.955 1.496 3.999
C 2.210 0.332 4.835
C 2.081 -0.838 3.993
H 2.617 0.347 5.835
C 1.974 -0.381 2.649
C 1.859 1.017 2.654
H 1.808 1.638 1.773
H 1.975 2.524 4.342
H 2.225 -1.862 4.337
H 2.042 -1.005 1.764
Cl -0.953 2.226 4.745
*
```

=====

- Among the records above, which one has the highest total energy?
  C3HCl2NO